Record 1
77
Properties=species:S:1:pos:R:3:forces:R:3 method="wB97M-V/def2-TZVPD" total_charge=+2 homo_lumo_gap_ev=2.720 lumo_ev=-13.0394
Al 20.156 9.023 -12.144 0.85 -1.20 -1.12
F 20.801 6.812 -13.706 -0.47 0.78 0.36
C 18.506 6.411 -17.663 -0.18 -1.74 0.93
C 18.245 6.765 -16.214 1.22 0.54 -1.37
O 17.473 7.929 -16.201 0.24 -0.99 -0.34
C 17.484 8.724 -15.148 -0.40 0.83 1.13
O 18.116 8.585 -14.122 0.73 -0.43 0.12
O 16.670 9.701 -15.398 -0.54 0.39 -0.33
C 16.347 10.617 -14.350 -0.19 0.75 0.19
H 19.011 5.436 -17.677 0.14 0.15 0.08
H 19.195 7.106 -18.129 -0.38 0.43 -0.38
H 17.560 6.183 -18.153 0.10 0.72 -0.46
H 19.207 6.925 -15.673 -0.15 -0.02 0.51
H 17.786 5.879 -15.701 -0.59 0.13 0.38
H 16.092 11.558 -14.827 0.06 -0.07 -0.16
H 17.179 10.784 -13.672 0.06 -0.18 -0.03
H 15.463 10.284 -13.807 0.11 -0.29 0.00
C 19.917 3.022 -14.899 1.22 -0.18 -0.18
C 20.790 4.148 -15.501 -0.12 0.38 0.31
O 21.232 3.814 -16.786 -1.05 0.84 -0.12
C 22.357 3.134 -17.010 0.73 -0.24 0.80
O 22.691 2.857 -18.101 0.28 -0.44 -2.01
O 23.014 2.856 -15.909 -0.40 0.30 1.39
C 24.148 2.001 -15.969 0.71 -0.67 -0.16
H 19.040 2.830 -15.508 -0.32 0.25 0.27
H 19.782 3.253 -13.844 -0.56 -0.05 -0.07
H 20.539 2.125 -14.967 -0.10 -0.03 0.18
H 21.609 4.441 -14.846 0.10 -0.38 0.07
H 20.174 5.048 -15.622 -0.11 0.01 -0.16
H 24.755 2.201 -15.093 -0.03 0.27 0.00
H 24.720 2.155 -16.880 -0.04 0.13 -0.03
H 23.855 0.953 -15.912 -0.27 0.08 -0.14
C 22.793 7.141 -17.815 0.43 0.49 0.67
C 22.472 7.673 -16.427 -0.33 0.19 -0.82
O 23.232 8.880 -16.328 -0.31 -0.05 0.74
C 23.334 9.524 -15.155 1.33 0.82 -0.61
O 22.567 9.567 -14.230 -0.98 -0.69 0.38
O 24.480 10.187 -15.194 -0.31 -0.49 -0.60
C 24.987 10.743 -14.000 0.90 0.43 0.74
H 23.839 6.833 -17.819 -0.06 -0.20 -0.24
H 22.696 7.988 -18.492 -0.08 -0.20 -0.28
H 22.131 6.335 -18.094 -0.08 -0.25 -0.12
H 22.713 6.998 -15.606 -0.14 0.09 0.01
H 21.395 7.917 -16.425 0.02 0.00 0.50
H 24.753 11.800 -13.880 -0.46 -0.07 -0.13
H 26.072 10.694 -14.073 -0.04 -0.14 -0.14
H 24.689 10.169 -13.128 -0.21 0.05 0.01
C 14.408 1.532 -15.250 0.17 -0.08 0.16
C 15.854 1.990 -15.383 -0.62 -0.24 -0.29
O 16.261 2.756 -14.215 0.14 -0.55 0.29
C 16.486 4.027 -14.287 0.08 -0.91 0.78
O 16.246 4.743 -15.228 0.08 1.03 -1.46
O 17.031 4.452 -13.160 0.07 0.41 0.29
C 17.427 5.823 -13.141 0.11 -0.08 0.25
H 13.705 2.229 -15.700 -0.03 -0.06 -0.07
H 14.126 1.383 -14.207 0.18 0.15 0.07
H 14.326 0.540 -15.695 -0.19 0.17 -0.30
H 16.025 2.593 -16.273 -0.04 0.01 0.03
H 16.493 1.110 -15.426 0.27 0.22 0.31
H 17.530 6.105 -12.097 0.17 -0.18 0.05
H 16.706 6.490 -13.603 -0.13 -0.24 -0.17
H 18.397 5.884 -13.654 0.06 0.28 0.18
C 23.499 5.383 -12.559 0.49 -0.58 0.20
C 23.910 6.682 -13.226 -0.85 -0.53 -0.28
O 24.711 7.454 -12.348 0.31 0.26 -0.60
C 24.107 8.205 -11.436 0.13 -0.30 0.08
O 22.905 8.269 -11.299 -0.89 0.44 0.20
O 25.027 8.807 -10.724 0.08 0.06 -0.15
C 24.610 9.676 -9.666 -0.27 0.18 0.51
H 22.711 5.479 -11.816 0.07 0.27 0.04
H 24.410 5.003 -12.087 -0.18 -0.12 0.17
H 23.188 4.602 -13.257 -0.01 0.32 -0.24
H 23.002 7.228 -13.547 -0.07 0.10 0.31
H 24.485 6.490 -14.131 0.41 0.10 0.26
H 25.484 9.857 -9.053 0.13 -0.07 -0.10
H 23.842 9.210 -9.050 -0.01 -0.08 -0.12
H 24.243 10.628 -10.047 -0.01 -0.08 -0.20

***

Record 2
20
Properties=species:S:1:pos:R:3:forces:R:3 method="wB97M-V/def2-TZVPD" total_charge=0 homo_lumo_gap_ev="8.165 / 8.167" lumo_ev="-0.3369 / -0.3363" relative_energy_kcal_mol=49.6
C 1.435 1.133 -0.163 1.64 -3.67 -0.33
C 0.811 -0.636 1.557 -2.84 2.02 0.80
C -0.698 -0.261 1.731 -1.59 -1.24 0.18
C 0.993 -0.525 0.079 2.92 1.52 1.15
C -1.238 -0.269 0.330 1.15 0.70 -0.63
C -0.350 -0.869 -1.858 4.88 0.74 -1.55
N -0.277 -0.556 -0.501 -0.49 -2.33 2.51
O 0.448 1.772 -0.007 -3.03 3.33 0.63
O 2.598 1.284 -0.398 1.46 0.49 -0.22
Cl -1.755 2.480 -1.810 -0.79 0.09 -0.56
H 1.290 -0.012 2.282 1.05 1.18 -0.49
H 1.063 -1.536 1.951 0.24 -3.32 0.70
H -1.415 -0.838 2.380 0.98 -0.62 -0.63
H -0.862 0.645 2.255 0.25 1.59 -0.17
H 1.859 -1.148 -0.196 -1.07 -0.03 -1.02
H -2.199 0.077 -0.080 0.32 -0.57 0.43
H 0.433 -0.134 -2.321 -1.84 -1.16 0.08
H 0.031 -1.883 -2.120 -0.43 0.57 0.63
H -1.308 -0.734 -2.097 -3.56 0.60 -1.98
H -0.857 2.012 -1.012 0.75 0.12 0.48

***

Record 3
14
Properties=species:S:1:pos:R:3:forces:R:3 method="wB97M-V/def2-TZVPD" total_charge=+1 homo_lumo_gap_ev=8.150 lumo_ev=-4.0870 relative_energy_kcal_mol=156.6
C -0.026 -1.039 -0.278 0.76 2.29 -1.24
C 1.051 -0.283 -0.881 -1.74 -0.23 0.48
C -0.284 -2.371 -0.322 -1.58 -3.98 1.51
C -0.825 0.166 0.270 -0.81 -0.99 -0.08
C 0.175 1.014 -0.515 -0.53 -1.17 -1.33
N -0.668 -3.495 -0.136 2.05 1.52 -1.45
N 0.968 1.953 0.385 -1.31 2.14 -3.24
H -1.899 0.328 0.051 0.52 -0.33 -0.38
H -0.793 0.198 1.343 0.40 0.21 0.71
H -0.472 1.522 -1.397 2.38 -0.56 1.96
H -0.551 -4.535 -0.315 -0.48 2.13 0.39
H 1.366 2.758 -0.195 -0.92 -0.95 1.30
H 1.696 1.619 0.940 1.91 -1.74 0.58
H 0.262 2.166 1.050 -0.66 1.65 0.80

***

Record 4
9
Properties=species:S:1:pos:R:3:forces:R:3 method="wB97M-V/def2-TZVPD" total_charge=-1 homo_lumo_gap_ev=7.812 lumo_ev=4.0468 relative_energy_kcal_mol=3.3
C -1.089 -1.407 0.016 0.24 -0.69 1.65
C -0.124 -0.489 -0.378 1.71 3.46 -0.86
O 2.416 -0.916 -1.221 0.43 0.75 0.49
O -1.455 -2.386 -0.543 -0.87 -0.87 -0.95
O 2.420 -0.375 1.261 -0.43 0.65 -0.99
F -1.443 -1.326 1.366 -0.04 0.44 0.03
S 1.881 -1.151 0.130 -0.15 -2.09 -0.04
H 0.098 0.507 0.079 -1.03 -0.99 0.23
H -0.084 -0.321 -1.465 0.16 -0.66 0.43